(1)
C4H6N2 | wB97M-V/def2-TZVPD

Geometry as XYZ:
```
12
Properties=species:S:1:pos:R:3:forces:R:3
C 1.193 0.081 -0.316 0.0 0.5 -0.7
C -0.108 0.603 -0.376 0.8 0.1 0.8
C -0.336 -1.364 0.590 -1.2 -0.7 0.2
N -0.415 1.926 -0.510 0.0 -0.1 0.1
C -1.056 -0.381 -0.010 0.2 0.0 0.0
N -0.209 -2.325 1.343 0.4 0.7 0.0
H 0.339 2.578 -0.645 0.0 -0.1 0.0
H -1.244 2.290 -0.069 0.1 0.0 0.0
H 0.478 -3.038 1.125 -0.1 0.0 -0.1
H 2.037 0.736 -0.121 0.0 0.1 0.0
H 1.455 -0.770 -0.926 -0.2 -0.2 0.1
H -2.134 -0.336 -0.085 0.0 -0.3 -0.3
```
Positions in Å, forces in eV/Å.

## Properties
Strongest force on any atom   0.0270 hartree/bohr
Kohn-Sham gap   8.64 eV
Spin multiplicity   1
Net charge   0
LUMO   0.89 eV
Relative energy (zero: lowest compared OMol25 entry of this formula, charge and spin)   67.1 kcal/mol
SMILES   C=C(N)C=C=N

(2)
C4H6N2 | wB97M-V/def2-TZVPD

Geometry as XYZ:
```
12
Properties=species:S:1:pos:R:3:forces:R:3
C 0.965 -0.431 1.580 -0.4 0.2 0.9
C -0.150 -0.197 -0.694 2.3 1.1 2.3
C -1.444 0.206 -0.144 -1.3 -0.6 -1.2
C 1.116 0.282 0.339 -2.3 -1.0 -2.2
N 0.611 -0.844 2.595 0.4 -0.2 -0.4
N -0.020 -0.707 -1.811 3.7 -1.1 -2.3
H -1.598 -0.331 0.815 -0.7 0.0 -0.9
H -2.211 0.221 -1.031 1.0 -0.5 2.2
H -1.284 1.202 0.156 -0.2 1.6 0.4
H 2.028 0.138 -0.199 0.7 -0.2 0.0
H 0.915 1.332 0.487 0.2 0.4 0.2
H 1.071 -0.871 -2.093 -3.3 0.4 0.9
```
Positions in Å, forces in eV/Å.

## Properties
Strongest force on any atom   0.0879 hartree/bohr
Kohn-Sham gap   10.74 eV
Spin multiplicity   1
Net charge   0
LUMO   0.65 eV
Relative energy (zero: lowest compared OMol25 entry of this formula, charge and spin)   40.4 kcal/mol
SMILES   [H]/N=C(/C)CC#N

(3)
C4H6N2 | wB97M-V/def2-TZVPD

Geometry as XYZ:
```
12
Properties=species:S:1:pos:R:3:forces:R:3
N 3.361 -0.010 -0.039 -1.1 -0.1 0.1
C 2.218 -0.108 0.111 1.0 0.1 -0.1
C 0.766 -0.223 0.291 0.0 0.0 0.1
C -0.102 1.041 0.027 -0.1 0.2 0.0
C -0.804 0.244 -1.103 0.4 -0.2 0.2
N 0.030 -0.761 -0.844 -0.2 0.0 -0.2
H 0.557 -0.739 1.235 0.0 0.1 -0.1
H -0.752 1.344 0.852 0.1 0.0 -0.1
H 0.457 1.907 -0.337 -0.1 -0.1 0.0
H -2.777 -0.405 0.212 -0.1 0.0 0.1
H -3.045 -0.615 0.876 0.0 0.0 0.0
H 0.091 -1.676 -1.281 0.0 0.2 0.1
```
Positions in Å, forces in eV/Å.

## Properties
Strongest force on any atom   0.0218 hartree/bohr
Kohn-Sham gap   9.80 eV
Spin multiplicity   1
Net charge   0
LUMO   0.74 eV
Relative energy (zero: lowest compared OMol25 entry of this formula, charge and spin)   100.3 kcal/mol